No. 1
{
  "formula": "C19H4BrCl60I2",
  "method": "ωB97M-V/def2-TZVPD",
  "e_lumo_ev": 0.94,
  "gap_ev": 4.367,
  "charge": -1,
  "spin_multiplicity": 1,
  "elements": ["C", "C", "I", "C", "I", "C", "Br", "H", "H", "H", "H", "C", "Cl", "Cl", "Cl", "Cl", "C", "Cl", "Cl", "Cl", "Cl", "C", "Cl", "Cl", "Cl", "Cl", "C", "Cl", "Cl", "Cl", "Cl", "C", "Cl", "Cl", "Cl", "Cl", "C", "Cl", "Cl", "Cl", "Cl", "C", "Cl", "Cl", "Cl", "Cl", "C", "Cl", "Cl", "Cl", "Cl", "C", "Cl", "Cl", "Cl", "Cl", "C", "Cl", "Cl", "Cl", "Cl", "C", "Cl", "Cl", "Cl", "Cl", "C", "Cl", "Cl", "Cl", "Cl", "C", "Cl", "Cl", "Cl", "Cl", "C", "Cl", "Cl", "Cl", "Cl", "C", "Cl", "Cl", "Cl", "Cl"],
  "positions_angstrom": [[-1.924, -3.100, -4.409], [-0.419, -3.419, -4.384], [0.624, -3.494, -2.505], [0.246, -3.643, -5.536], [2.410, -4.098, -5.452], [-0.479, -3.578, -6.818], [-0.131, -5.253, -7.835], [-2.176, -2.385, -3.614], [-2.113, -2.673, -5.395], [-2.506, -4.029, -4.352], [-0.091, -2.711, -7.372], [2.294, -6.622, 0.423], [1.983, -6.992, -1.278], [0.950, -7.220, 1.411], [3.796, -7.408, 0.933], [2.447, -4.871, 0.630], [0.936, -2.428, 3.291], [1.757, -1.268, 2.238], [2.140, -3.334, 4.222], [-0.139, -1.564, 4.403], [-0.007, -3.544, 2.305], [5.116, -11.362, -0.018], [6.407, -10.504, 0.838], [4.283, -12.445, 1.108], [3.971, -10.195, -0.674], [5.819, -12.315, -1.337], [1.201, 2.541, 4.259], [1.381, 2.398, 2.503], [1.993, 4.024, 4.812], [-0.518, 2.611, 4.670], [1.938, 1.140, 5.042], [-0.538, 7.003, 2.651], [-2.218, 6.836, 2.120], [-0.503, 7.438, 4.363], [0.306, 5.469, 2.410], [0.258, 8.270, 1.705], [-5.040, 6.288, -0.964], [-4.845, 6.080, -2.708], [-4.286, 7.811, -0.465], [-6.763, 6.325, -0.562], [-4.268, 4.939, -0.119], [-4.930, 3.079, 4.739], [-4.058, 4.228, 3.714], [-3.766, 2.143, 5.687], [-6.006, 3.961, 5.832], [-5.882, 1.986, 3.727], [1.098, 6.345, 8.040], [1.894, 7.527, 6.991], [2.325, 5.464, 8.961], [0.008, 7.185, 9.158], [0.165, 5.212, 7.055], [0.006, 0.718, -6.858], [1.186, 1.886, -6.232], [-0.175, -0.613, -5.720], [-1.554, 1.532, -7.084], [0.568, 0.095, -8.415], [0.763, 1.702, 9.184], [2.109, 1.811, 8.040], [-0.740, 1.405, 8.299], [1.057, 0.369, 10.311], [0.625, 3.216, 10.084], [0.574, 4.915, 14.003], [0.464, 5.919, 12.551], [1.845, 3.705, 13.786], [0.959, 5.934, 15.397], [-0.973, 4.102, 14.275], [-2.438, 4.375, -9.996], [-2.827, 3.978, -11.675], [-3.764, 3.833, -8.955], [-0.943, 3.565, -9.497], [-2.242, 6.127, -9.835], [-2.920, -5.772, 0.449], [-4.281, -4.674, 0.735], [-1.724, -4.981, -0.585], [-2.175, -6.198, 2.000], [-3.507, -7.243, -0.342], [3.933, -8.657, -4.512], [4.101, -8.767, -6.269], [4.727, -7.189, -3.934], [2.218, -8.606, -4.086], [4.684, -10.073, -3.755], [1.261, 5.546, -13.161], [2.568, 6.404, -12.331], [0.380, 4.548, -12.000], [0.153, 6.722, -13.887], [1.944, 4.519, -14.430]]
}

No. 2
{
  "formula": "C19H50BClNO5P",
  "method": "ωB97M-V/def2-TZVPD",
  "e_lumo_ev": 0.17,
  "gap_ev": 8.689,
  "smiles": "CCCCP(Cl)(CC)(CCCCN)B(O)O.CC(C)O.CC(C)O.CC(C)O",
  "spin_multiplicity": 1,
  "elements": ["C", "C", "C", "C", "P", "Cl", "C", "C", "C", "C", "C", "C", "N", "B", "O", "O", "H", "H", "H", "H", "H", "H", "H", "H", "H", "H", "H", "H", "H", "H", "H", "H", "H", "H", "H", "H", "H", "H", "H", "H", "H", "H", "C", "C", "C", "O", "H", "H", "H", "H", "H", "H", "H", "H", "C", "C", "C", "O", "H", "H", "H", "H", "H", "H", "H", "H", "C", "C", "C", "O", "H", "H", "H", "H", "H", "H", "H", "H"],
  "positions_angstrom": [[-0.153, -1.845, 1.142], [1.364, -1.941, 0.967], [1.948, -1.055, -0.134], [1.620, 0.442, -0.073], [2.934, 1.490, 0.680], [3.822, 1.859, -1.468], [2.546, 3.269, 0.820], [1.116, 3.558, 1.288], [2.357, 1.072, 2.460], [2.985, 1.812, 3.642], [2.160, 1.637, 4.917], [2.039, 0.195, 5.398], [3.291, -0.533, 5.577], [4.749, 0.904, 1.001], [5.228, -0.256, 0.426], [5.556, 1.662, 1.795], [-0.650, -2.729, 0.759], [-0.409, -1.773, 2.198], [-0.591, -0.976, 0.657], [1.591, -2.969, 0.688], [1.861, -1.783, 1.922], [1.548, -1.430, -1.076], [3.022, -1.213, -0.191], [1.495, 0.809, -1.084], [0.709, 0.649, 0.479], [2.697, 3.722, -0.151], [3.266, 3.725, 1.494], [0.414, 2.783, 0.991], [0.781, 4.481, 0.824], [1.042, 3.680, 2.366], [2.567, 0.008, 2.598], [1.273, 1.155, 2.538], [3.061, 2.880, 3.457], [3.971, 1.404, 3.850], [1.148, 2.004, 4.738], [2.604, 2.233, 5.717], [1.484, 0.171, 6.335], [1.442, -0.368, 4.681], [4.029, 0.049, 5.945], [3.597, -0.982, 4.729], [5.006, -1.055, 0.909], [5.997, 1.114, 2.445], [-1.037, -6.433, -2.133], [-1.316, -5.096, -1.464], [-1.954, -4.109, -2.427], [-0.114, -4.556, -0.909], [-0.339, -6.299, -2.965], [-0.586, -7.129, -1.427], [-1.953, -6.876, -2.525], [-1.977, -5.250, -0.610], [-1.280, -3.909, -3.266], [-2.149, -3.159, -1.927], [-2.895, -4.486, -2.825], [0.501, -4.405, -1.635], [-1.157, 6.596, -2.929], [-0.137, 6.602, -1.801], [1.279, 6.403, -2.320], [-0.455, 5.603, -0.831], [-1.138, 5.634, -3.450], [-2.163, 6.743, -2.536], [-0.948, 7.381, -3.656], [-0.198, 7.549, -1.263], [1.367, 5.435, -2.822], [1.994, 6.416, -1.497], [1.554, 7.182, -3.031], [-0.412, 4.746, -1.271], [-7.534, -4.532, -3.252], [-6.325, -3.809, -2.679], [-6.663, -2.386, -2.265], [-5.246, -3.816, -3.614], [-7.892, -4.016, -4.147], [-7.271, -5.550, -3.536], [-8.351, -4.571, -2.531], [-5.951, -4.359, -1.813], [-6.997, -1.810, -3.132], [-5.786, -1.889, -1.852], [-7.458, -2.369, -1.518], [-5.532, -3.338, -4.399]]
}

No. 3
{
  "formula": "C19H50CsF2NSeSi6Te2",
  "method": "ωB97M-V/def2-TZVPD",
  "e_lumo_ev": 3.43,
  "de_lowest_ev": 0.000,
  "gap_ev": 5.698,
  "charge": -2,
  "spin_multiplicity": 1,
  "elements": ["Cs", "C", "Si", "C", "C", "C", "Te", "C", "Si", "C", "C", "C", "H", "H", "H", "H", "H", "H", "H", "H", "H", "H", "H", "H", "H", "H", "H", "H", "H", "H", "H", "H", "H", "H", "F", "C", "F", "H", "Se", "C", "N", "C", "Si", "C", "C", "Si", "Te", "Si", "C", "C", "C", "Si", "C", "C", "C", "H", "H", "H", "H", "H", "H", "H", "H", "H", "H", "H", "H", "H", "H", "H", "H", "H", "H", "H", "H", "H", "H", "H", "H", "H", "H", "H"],
  "positions_angstrom": [[-1.206, 1.150, 1.641], [-5.091, -0.188, -4.411], [-4.206, 1.391, -4.837], [-4.784, 1.974, -6.523], [-4.558, 2.713, -3.574], [-2.360, 1.095, -4.914], [-1.623, 0.574, -2.979], [0.066, -0.535, -3.713], [-0.270, -2.368, -3.882], [-1.761, -2.650, -4.969], [1.212, -3.152, -4.726], [-0.510, -3.119, -2.209], [-6.167, -0.014, -4.319], [-4.742, -0.606, -3.464], [-4.938, -0.944, -5.187], [-5.864, 2.147, -6.524], [-4.563, 1.226, -7.289], [-4.293, 2.908, -6.809], [-5.632, 2.899, -3.498], [-4.065, 3.652, -3.841], [-4.201, 2.430, -2.579], [-1.813, 1.973, -5.262], [-2.141, 0.251, -5.573], [0.880, -0.362, -3.004], [0.349, -0.055, -4.652], [-1.598, -2.263, -5.980], [-2.646, -2.168, -4.546], [-1.974, -3.720, -5.045], [1.369, -2.723, -5.720], [1.064, -4.229, -4.842], [2.126, -3.002, -4.145], [-1.419, -2.758, -1.720], [0.338, -2.894, -1.554], [-0.602, -4.206, -2.275], [-1.585, 4.594, 0.846], [-2.530, 3.563, 0.523], [-2.895, 3.106, 1.909], [-3.429, 4.153, 0.285], [-4.214, -2.902, -1.162], [-4.915, -3.822, 0.260], [-5.365, -4.412, 1.154], [6.091, -1.231, 6.674], [5.211, -0.887, 5.037], [5.796, 0.802, 4.464], [5.842, -2.164, 3.817], [2.862, -0.934, 5.046], [2.152, -0.528, 2.744], [2.199, -3.065, 5.758], [2.995, -3.621, 7.377], [0.342, -3.161, 5.997], [2.671, -4.330, 4.458], [2.110, 0.648, 6.587], [2.813, 0.378, 8.315], [0.240, 0.636, 6.748], [2.597, 2.380, 6.052], [7.176, -1.203, 6.524], [5.831, -2.213, 7.075], [5.836, -0.489, 7.434], [6.862, 0.782, 4.217], [5.641, 1.554, 5.242], [5.234, 1.112, 3.580], [6.915, -2.035, 3.638], [5.308, -2.072, 2.868], [5.679, -3.178, 4.193], [2.718, -2.974, 8.213], [4.085, -3.619, 7.306], [2.673, -4.640, 7.614], [0.018, -2.583, 6.866], [0.033, -4.200, 6.144], [-0.181, -2.771, 5.121], [3.755, -4.403, 4.349], [2.263, -4.044, 3.486], [2.282, -5.318, 4.727], [2.515, -0.591, 8.723], [2.450, 1.159, 8.992], [3.904, 0.410, 8.313], [-0.131, -0.309, 7.149], [-0.230, 0.784, 5.773], [-0.084, 1.444, 7.412], [3.681, 2.501, 6.013], [2.190, 3.122, 6.747], [2.210, 2.590, 5.052]]
}